Here is a structure of composition C21H32BO3Ru in a non-equilibrium geometry from the OMol25 dataset. Energies are from wB97M-V/def2-TZVPD.

```
58
Properties=species:S:1:pos:R:3:mulliken_charge:R:1
H -2.41240 -0.74470 1.72570 0.851
C -1.45450 1.23130 1.47180 -0.849
O -1.20990 -2.36800 2.43640 -0.751
H 1.87950 -4.81050 3.16880 0.455
H 1.33580 -2.53540 -1.81860 0.167
H 1.77770 2.23190 -1.15630 0.411
Ru 0.00000 0.00000 0.00000 0.632
H -0.10530 -0.16760 3.62550 -0.120
C -0.19910 -0.62570 -3.43880 1.505
H 1.65800 -0.09820 2.50340 0.555
H -1.12320 1.46500 2.46950 0.426
C 0.49080 -1.94860 -3.80600 -0.723
C -1.65180 -0.57050 -3.84570 -1.716
H -0.06270 -2.58520 -4.49040 0.338
B -0.07370 -2.05420 1.53640 0.051
H -1.58610 -4.20970 4.37340 0.362
H -1.68740 -0.51000 4.34110 0.459
O -0.08350 -0.98400 -1.99780 0.518
C 0.55000 0.63710 -3.76530 -1.704
H -0.73020 2.96390 0.27460 0.538
C 0.86470 -4.45270 3.45370 -1.997
H 0.53600 0.80310 -4.84200 0.460
H -0.33090 -3.06830 -2.06170 0.302
C -2.34200 0.12530 -0.30640 -1.136
H 2.87690 -2.83250 4.24510 0.396
C -1.23530 2.01480 0.31430 -0.963
C 0.82660 -2.90810 3.46280 1.498
C 2.33040 0.11910 -0.73740 -0.650
H 2.51290 -1.68090 0.53700 0.410
C 2.29070 -0.63420 0.44260 -0.629
C 0.40480 -2.31760 -2.33160 -0.767
H 1.97790 -1.31500 4.47640 0.317
H -2.06760 0.42520 -3.72190 0.333
H 2.61050 -0.25300 -1.70740 0.630
C -0.61140 -2.33470 3.71190 2.094
C -2.15150 0.07830 1.08660 -0.076
H -2.45280 -2.72740 4.84280 0.485
H 1.60130 -2.73620 5.51780 0.364
C -1.43930 -3.16740 4.71760 -1.938
H -2.24440 -1.26460 -3.25410 0.355
H -1.74910 -0.84810 -4.89500 0.450
O 1.18870 -2.48960 2.16990 -0.503
C -1.78120 1.33440 -0.78630 -0.247
C 1.87200 1.42040 -0.45450 -0.514
C 1.87510 -2.41760 4.48850 -1.839
H 1.58580 0.58150 -3.44360 0.345
H -2.78720 -0.65320 -0.89920 0.346
H -1.79170 1.69260 -1.80030 0.647
H 1.24440 2.33840 1.46920 0.581
C 1.81680 0.19850 1.48120 -0.495
C 1.58550 1.47420 0.92850 -1.054
H 0.63960 -4.86550 4.46010 0.351
H 1.50570 -1.81930 -4.17220 0.319
H 0.09030 1.49670 -3.28360 0.144
H -0.94110 -3.17790 5.71200 0.275
H -0.19380 -0.82010 5.28070 0.388
C -0.64010 -0.87770 4.26510 -1.411
H 0.13720 -4.86230 2.71780 0.322
```

The calculation puts the energy above the lowest of the compared OMol25 structures with the same formula, charge and spin at 0.0 kcal per mole. As for the multiplicity: 5. As for the energy: -31694.6082 eV. The gap between HOMO and LUMO (spin up / spin down) is 4.13 / 5.85 eV. The expectation value of S² is 6.03. The net charge is -1. The maximum force comes out at 2.603 eV/A.